[1]
This record from the OMol25 dataset describes a cluster of 5 separate species, C20H21Cl4NO2 in total at a distorted geometry. The level of theory is ωB97M-V with the def2-TZVPD basis set.

SMILES: C[N+](=O)[O-].ClC(Cl)(Cl)Cl.c1ccccc1.c1ccccc1.c1ccccc1
HOMO-LUMO gap in eV: 8.7
Spin multiplicity: 1

Atoms and positions in Å:
C (1.3583, 6.0379, -0.3081)
Cl (2.0454, 5.9762, -2.0201)
Cl (2.6001, 5.5071, 0.8964)
Cl (0.6278, 7.7240, 0.0123)
Cl (0.0015, 5.0135, -0.0868)
C (-0.2928, 1.5583, 0.2373)
N (-0.8923, 0.4978, 1.0913)
O (-0.9350, -0.6336, 0.6922)
O (-1.4068, 0.8048, 2.1133)
H (0.3777, 1.1993, -0.5435)
H (0.3125, 2.1077, 0.9584)
H (-1.0108, 2.2481, -0.2062)
C (0.9864, -3.5534, -2.3911)
C (0.9586, -2.2027, -2.1393)
C (1.3526, -1.2674, -3.1036)
C (1.7560, -1.6748, -4.3420)
C (1.7863, -3.0391, -4.5742)
C (1.4901, -3.9359, -3.6040)
H (0.6472, -4.3240, -1.7147)
H (0.4656, -1.7490, -1.2922)
H (1.3185, -0.2426, -2.7645)
H (1.8426, -0.9363, -5.1253)
H (2.1437, -3.5064, -5.4799)
H (1.6034, -4.9820, -3.8476)
C (-2.1708, -3.7608, -0.5903)
C (-2.0836, -5.0350, -1.0602)
C (-3.2240, -5.6189, -1.6495)
C (-4.3275, -4.8263, -1.8893)
C (-4.3821, -3.5438, -1.4218)
C (-3.3096, -2.9736, -0.7578)
H (-1.2564, -3.2800, -0.2755)
H (-1.1721, -5.6028, -0.9457)
H (-3.2474, -6.6381, -2.0061)
H (-5.2884, -5.1117, -2.2915)
H (-5.3023, -3.0394, -1.6774)
H (-3.3116, -1.9446, -0.4299)
C (2.7341, 3.5352, 5.2966)
C (2.3298, 2.5730, 4.3491)
C (1.2735, 2.6766, 3.5446)
C (0.6112, 3.8718, 3.4936)
C (0.9386, 4.9590, 4.3085)
C (2.0468, 4.7385, 5.2335)
H (3.5476, 3.3917, 5.9923)
H (2.9343, 1.6815, 4.4275)
H (0.8304, 1.8974, 2.9423)
H (-0.2203, 3.9737, 2.8121)
H (0.4526, 5.9233, 4.2910)
H (2.4607, 5.5260, 5.8458)

[2]
This record from the OMol25 dataset describes the molecule C20H21ClFN3O4S at a distorted geometry. The level of theory is ωB97M-V with the def2-TZVPD basis set.

SMILES: O=C(NCCCN1CCCC1=O)c1ccc(Cl)c(NS(=O)(=O)c2ccc(F)cc2)c1
HOMO-LUMO gap in eV: 9.0
Spin multiplicity: 1

Atoms and positions in Å:
O (-1.2880, 0.9277, 0.4977)
C (-0.3128, 0.4253, 0.1368)
N (-0.0238, 0.2252, -1.1617)
H (0.7496, -0.1202, -1.6385)
C (-1.2921, 0.5671, -2.3213)
C (-1.7519, -0.5488, -3.0134)
H (-2.3041, -0.9543, -2.2940)
H (-2.4300, -0.4318, -3.7476)
C (-0.6904, -1.7129, -3.5505)
N (0.1654, -1.0023, -4.4418)
C (1.6366, -0.6543, -4.2060)
O (2.0190, -0.7603, -3.1657)
C (1.8335, 0.0046, -5.4510)
H (2.1143, 1.0965, -5.3237)
C (1.0581, -0.5967, -6.5681)
H (1.5704, -1.3015, -7.0510)
H (0.8970, 0.3512, -7.3626)
C (-0.1934, -0.6718, -5.8838)
H (-0.8105, 0.0107, -5.7569)
H (-0.6236, -1.5495, -6.2665)
H (3.0458, -0.3702, -5.6033)
H (0.1214, -1.9161, -2.7955)
H (-1.0617, -2.4607, -3.9643)
H (-1.6919, 1.3317, -1.8775)
H (-0.5596, 0.9289, -3.0679)
C (0.8510, -0.0342, 0.9583)
C (0.3716, -0.0844, 2.1962)
C (1.6042, -0.6544, 3.2164)
C (2.8209, -0.6727, 2.6098)
C (3.1121, -0.5405, 1.3874)
C (2.2221, -0.3465, 0.4728)
H (2.3641, -0.2402, -0.6223)
H (4.1717, -0.8010, 1.0806)
Cl (3.8914, -1.2130, 3.7877)
N (1.1008, -0.6374, 4.4461)
S (-0.1937, -1.1968, 5.0846)
O (-0.2725, -1.6518, 6.4138)
O (-0.8035, -1.8695, 4.1043)
C (-1.2471, 0.3870, 4.9120)
C (-2.2191, 0.5080, 3.9921)
C (-3.0784, 1.8814, 4.0722)
C (-2.4442, 2.9175, 4.6556)
C (-1.5594, 2.6948, 5.5315)
C (-0.9725, 1.5404, 5.6267)
H (0.0138, 1.2216, 6.2561)
H (-1.3331, 3.5470, 6.3679)
F (-3.3870, 4.0237, 4.7826)
H (-4.0552, 1.9346, 3.4638)
H (-2.6641, -0.4904, 3.5481)
H (1.9942, -0.9951, 4.9741)
H (-0.4651, -0.0456, 2.5597)

[3]
This record from the OMol25 dataset describes a structure of composition C20H21ClMoN2O6. The level of theory is ωB97M-V with the def2-TZVPD basis set.

HOMO-LUMO gap (alpha / beta) in eV: 7.3 / 7.2
Energy relative to the best compared isomer or geometry (same formula, charge and spin) in kcal per mole: 0.0
Spin multiplicity: 1

Atoms and positions in Å:
Mo (-0.1568, 0.7272, 1.0522)
O (-0.8469, -3.2681, -2.7625)
C (-0.6559, -2.1524, -3.4855)
C (-0.6656, -2.2786, -4.8753)
C (-0.4718, -1.1745, -5.6789)
C (-0.2639, 0.0854, -5.1204)
C (-0.2549, 0.2165, -3.7479)
C (-0.4492, -0.8865, -2.9118)
C (-0.4277, -0.6834, -1.4545)
O (-0.2526, 0.5052, -0.9945)
N (-0.5865, -1.7060, -0.6602)
N (-0.5617, -1.3093, 0.6728)
C (-0.8405, -2.2611, 1.5100)
C (-0.8809, -2.1422, 2.9327)
C (-1.2183, -3.2558, 3.7233)
C (-1.2096, -3.1730, 5.0930)
C (-0.8481, -1.9687, 5.7118)
C (-0.5071, -0.8641, 4.9663)
C (-0.5379, -0.9428, 3.5696)
O (-0.2140, 0.1100, 2.8374)
H (-0.8101, -3.0219, -1.8114)
H (-0.8280, -3.2621, -5.2951)
H (-0.4825, -1.2932, -6.7550)
H (-0.1120, 0.9487, -5.7533)
H (-0.0998, 1.1827, -3.2866)
H (-1.0418, -3.2342, 1.0730)
H (-1.4863, -4.1828, 3.2307)
H (-1.4766, -4.0321, 5.6927)
H (-0.8393, -1.9035, 6.7921)
H (-0.2284, 0.0727, 5.4287)
C (3.0305, 0.6050, -0.5098)
C (2.5559, 1.9009, 0.1308)
C (3.6308, 2.5040, 1.0221)
C (2.0759, 2.9026, -0.9077)
O (1.4445, 1.6038, 1.0064)
H (3.9145, 0.7879, -1.1221)
H (2.2526, 0.1863, -1.1467)
H (3.2894, -0.1236, 0.2605)
H (4.5040, 2.7724, 0.4257)
H (3.9380, 1.7906, 1.7874)
H (3.2540, 3.4015, 1.5128)
H (2.9027, 3.1768, -1.5646)
H (1.7014, 3.8027, -0.4197)
H (1.2742, 2.4727, -1.5077)
Cl (-4.6883, 2.9043, 1.1075)
C (-3.3799, 2.8387, -0.0954)
C (-2.2220, 2.0286, 0.4112)
O (-1.0515, 2.5244, 0.4014)
O (-2.3428, 0.8515, 0.8199)
H (-3.0543, 3.8500, -0.3131)
H (-3.7751, 2.3667, -0.9924)

[4]
This record from the OMol25 dataset describes the molecule C20H21ClN2O6S at a distorted geometry. The level of theory is ωB97M-V with the def2-TZVPD basis set.

SMILES: COc1ccc(/C=C/C(=O)OCC(=O)Nc2cc(S(=O)(=O)N(C)C)ccc2Cl)cc1
HOMO-LUMO gap in eV: 8.3
Energy relative to the best compared isomer or geometry (same formula, charge and spin) in kcal per mole: 0.0
Spin multiplicity: 1

Atoms and positions in Å:
C (9.3762, 1.8962, -0.7230)
H (10.0722, 2.6478, -0.3543)
O (8.2437, 1.9855, 0.1102)
C (7.1983, 1.1567, -0.1142)
C (7.1362, 0.1970, -1.1229)
C (6.0116, -0.5919, -1.2525)
C (4.9183, -0.4614, -0.3920)
C (4.9941, 0.5093, 0.6168)
C (6.1077, 1.3005, 0.7522)
H (6.1704, 2.0493, 1.5259)
H (4.1682, 0.6430, 1.2970)
C (3.7751, -1.3198, -0.5774)
C (2.6593, -1.3685, 0.1692)
C (1.5919, -2.3032, -0.1638)
O (1.5709, -3.0785, -1.0866)
O (0.5654, -2.1872, 0.7278)
C (-0.5732, -3.0024, 0.5208)
C (-1.8458, -2.1897, 0.2875)
O (-2.9312, -2.7154, 0.2258)
N (-1.6035, -0.8563, 0.1732)
C (-2.5135, 0.1706, -0.0208)
C (-3.8293, -0.0516, -0.4233)
C (-4.6883, 1.0171, -0.5747)
C (-4.2806, 2.3170, -0.3477)
C (-2.9676, 2.5581, 0.0229)
C (-2.0989, 1.4938, 0.1867)
Cl (-0.4578, 1.8057, 0.6508)
H (-2.6178, 3.5651, 0.1877)
H (-4.9865, 3.1194, -0.4849)
S (-6.4071, 0.6976, -1.0107)
O (-7.0232, 1.9559, -1.3101)
O (-6.4582, -0.3490, -1.9829)
N (-7.1018, 0.1263, 0.3916)
C (-6.7540, -1.2219, 0.7651)
H (-7.5470, -1.6360, 1.3888)
H (-5.8054, -1.2725, 1.3129)
H (-6.6776, -1.8034, -0.1495)
C (-7.1493, 1.0853, 1.4648)
H (-6.1959, 1.1516, 2.0056)
H (-7.3876, 2.0507, 1.0258)
H (-7.9356, 0.8044, 2.1656)
H (-4.1673, -1.0528, -0.6300)
H (-0.6482, -0.5588, 0.3552)
H (-0.7202, -3.6373, 1.3998)
H (-0.4059, -3.6471, -0.3528)
H (2.4888, -0.7465, 1.0330)
H (3.8275, -2.0048, -1.4159)
H (5.9768, -1.3320, -2.0387)
H (7.9570, 0.0595, -1.8089)
H (9.1254, 2.1159, -1.7653)
H (9.8435, 0.9087, -0.6597)

[5]
This record from the OMol25 dataset describes the molecule C20H21ClN4O2. The level of theory is ωB97M-V with the def2-TZVPD basis set.

SMILES: Cc1cccc(C)c1NC(=O)CN(C)CC(=O)Nc1ccc(C#N)c(Cl)c1
HOMO-LUMO gap in eV: 8.8
Energy relative to the best compared isomer or geometry (same formula, charge and spin) in kcal per mole: 24.1
Spin multiplicity: 1

Atoms and positions in Å:
C (-2.4512, -1.8158, -1.8328)
C (-3.4228, -1.9041, -0.6997)
C (-3.8470, -3.1437, -0.2359)
C (-4.7709, -3.2467, 0.7854)
C (-5.2935, -2.1033, 1.3632)
C (-4.8850, -0.8495, 0.9377)
C (-3.9406, -0.7614, -0.0892)
N (-3.5441, 0.5337, -0.5193)
C (-2.2824, 1.0077, -0.5237)
O (-1.3119, 0.3569, -0.1855)
C (-2.1787, 2.4510, -1.0227)
N (-0.8235, 2.9248, -0.8820)
C (-0.4590, 3.9708, -1.8114)
H (0.5924, 4.2111, -1.6657)
H (-0.5940, 3.6130, -2.8312)
H (-1.0491, 4.8898, -1.6741)
C (-0.4438, 3.2565, 0.4812)
C (1.0221, 2.8688, 0.6959)
O (1.8554, 3.6290, 1.1345)
N (1.2211, 1.5777, 0.3253)
C (2.3868, 0.8371, 0.3324)
C (3.6272, 1.3638, 0.7032)
C (4.7478, 0.5641, 0.6783)
C (4.6675, -0.7750, 0.2862)
C (3.4217, -1.2964, -0.0808)
C (2.2956, -0.5023, -0.0585)
H (1.3372, -0.9121, -0.3365)
Cl (3.2976, -2.9502, -0.5663)
C (5.8283, -1.5765, 0.2655)
N (6.7814, -2.2141, 0.2535)
H (5.7085, 0.9659, 0.9634)
H (3.6951, 2.3945, 1.0089)
H (0.3796, 1.0861, 0.0065)
H (-0.5729, 4.3243, 0.7105)
H (-1.0437, 2.6736, 1.1844)
H (-2.4360, 2.4463, -2.0862)
H (-2.9216, 3.0807, -0.4986)
H (-4.2959, 1.1874, -0.6882)
C (-5.4374, 0.3949, 1.5679)
H (-4.6324, 1.0523, 1.8949)
H (-6.0616, 0.9449, 0.8612)
H (-6.0485, 0.1431, 2.4302)
H (-6.0200, -2.1827, 2.1582)
H (-5.0901, -4.2186, 1.1298)
H (-3.4493, -4.0375, -0.6931)
H (-1.4642, -1.5489, -1.4568)
H (-2.7520, -1.0473, -2.5439)
H (-2.3806, -2.7692, -2.3493)

[6]
This record from the OMol25 dataset describes the molecule C20H21FN2O6S at a distorted geometry. The level of theory is ωB97M-V with the def2-TZVPD basis set.

SMILES: CN(C)S(=O)(=O)c1cccc(NC(=O)COC(=O)CCC(=O)c2ccc(F)cc2)c1
HOMO-LUMO gap in eV: 8.4
Energy relative to the best compared isomer or geometry (same formula, charge and spin) in kcal per mole: 0.0
Spin multiplicity: 1

Atoms and positions in Å:
C (-4.3750, -2.8976, 2.3596)
N (-5.1497, -1.7085, 2.1028)
S (-4.5587, -0.2940, 2.7632)
O (-4.0960, -0.5903, 4.0852)
O (-5.5725, 0.7067, 2.5975)
C (-3.1605, 0.1485, 1.7244)
C (-1.9981, -0.5852, 1.8418)
C (-0.9379, -0.3114, 0.9820)
C (-1.0586, 0.7200, 0.0509)
C (-2.2276, 1.4528, -0.0379)
C (-3.2983, 1.1576, 0.7924)
H (-4.2277, 1.7014, 0.7465)
H (-2.3097, 2.2488, -0.7627)
H (-0.2247, 0.9323, -0.6008)
N (0.2552, -1.0381, 1.0198)
C (0.3866, -2.3193, 1.4322)
O (-0.5082, -3.0185, 1.8517)
C (1.8026, -2.8885, 1.2909)
H (1.8243, -3.5134, 0.3884)
H (2.0085, -3.5116, 2.1646)
O (2.8241, -1.9059, 1.2125)
C (3.3929, -1.6865, 0.0214)
O (3.0858, -2.2535, -0.9932)
C (4.4971, -0.6558, 0.1325)
C (4.4614, 0.2643, -1.0859)
C (3.1313, 0.9781, -1.1629)
O (2.2057, 0.6591, -0.4424)
C (2.9976, 2.0787, -2.1414)
C (1.9305, 2.9672, -1.9845)
C (1.7440, 4.0151, -2.8619)
C (2.6343, 4.1628, -3.9124)
C (3.6978, 3.2943, -4.0997)
C (3.8795, 2.2553, -3.2087)
H (4.6997, 1.5726, -3.3622)
H (4.3645, 3.4408, -4.9345)
F (2.4639, 5.1758, -4.7757)
H (0.9283, 4.7107, -2.7463)
H (1.2575, 2.8281, -1.1517)
H (4.5624, -0.3426, -1.9900)
H (5.2767, 0.9875, -1.0556)
H (5.4503, -1.1861, 0.1707)
H (4.3653, -0.0966, 1.0584)
H (1.0486, -0.5808, 0.5810)
H (-1.9196, -1.3465, 2.5979)
C (-5.6450, -1.5620, 0.7587)
H (-4.8380, -1.5752, 0.0139)
H (-6.3417, -2.3717, 0.5400)
H (-6.1712, -0.6120, 0.7093)
H (-4.0057, -2.8289, 3.3792)
H (-3.5296, -3.0073, 1.6703)
H (-5.0223, -3.7708, 2.2703)

[7]
This record from the OMol25 dataset describes the molecule C20H21FN4O3S at a distorted geometry. The level of theory is ωB97M-V with the def2-TZVPD basis set.

SMILES: O=C(CSc1nnc(-c2ccc(F)cc2)n1C[C@H]1CCCO1)NCc1ccco1
HOMO-LUMO gap in eV: 8.9
Energy relative to the best compared isomer or geometry (same formula, charge and spin) in kcal per mole: 34.3
Spin multiplicity: 1

Atoms and positions in Å:
O (0.6165, -4.5355, -1.2159)
C (0.9244, -3.4529, -1.6665)
N (0.0799, -2.6272, -2.3110)
C (-1.3245, -2.9360, -2.4725)
C (-2.2118, -1.8992, -1.8606)
C (-2.2118, -0.5366, -1.9487)
C (-3.3172, -0.0944, -1.1794)
C (-3.9050, -1.2173, -0.6879)
O (-3.2406, -2.3130, -1.0910)
H (-4.7676, -1.3658, -0.0692)
H (-3.6335, 0.9169, -1.0237)
H (-1.5111, 0.0783, -2.4763)
H (-1.5458, -3.0244, -3.5450)
H (-1.5113, -3.9018, -1.9941)
H (0.3824, -1.6701, -2.4873)
C (2.3499, -2.9117, -1.5854)
H (2.5900, -2.2491, -2.4140)
H (3.0480, -3.7461, -1.5323)
S (2.6111, -1.9968, -0.0305)
C (1.7515, -0.5421, -0.4026)
N (1.2090, -0.2343, -1.5564)
N (0.6525, 0.9791, -1.4374)
C (0.8679, 1.4167, -0.2271)
N (1.5768, 0.4789, 0.4890)
C (1.8963, 0.4477, 1.8889)
H (1.9496, 1.4691, 2.2673)
H (2.8656, -0.0447, 2.0074)
C (0.8582, -0.3402, 2.7211)
C (-0.5937, 0.1156, 2.4973)
H (-1.1376, 0.0850, 3.4415)
C (-1.1422, -0.9434, 1.5408)
H (-0.9268, -0.6818, 0.5045)
C (-0.3509, -2.1790, 1.9632)
H (-0.8430, -2.6842, 2.8053)
O (0.9209, -1.7099, 2.3787)
H (-0.1973, -2.9023, 1.1601)
H (-2.2150, -1.0867, 1.6400)
H (-0.6533, 1.1255, 2.0959)
H (1.1563, -0.2247, 3.7735)
C (0.4151, 2.7139, 0.2557)
C (-0.8959, 3.1024, -0.0169)
C (-1.3650, 4.3296, 0.4076)
C (-0.5069, 5.1664, 1.1002)
C (0.8058, 4.8159, 1.3610)
C (1.2661, 3.5851, 0.9318)
H (2.3005, 3.3209, 1.0943)
H (1.4512, 5.5044, 1.8829)
F (-0.9592, 6.3616, 1.5254)
H (-2.3768, 4.6450, 0.2092)
H (-1.5351, 2.4281, -0.5642)

[8]
This record from the OMol25 dataset describes the molecule C20H21N3O3. The level of theory is ωB97M-V with the def2-TZVPD basis set.

SMILES: COc1ccc(OC)c(/C=C/C(=O)NCCc2nc3ccccc3[nH]2)c1
HOMO-LUMO gap in eV: 8.3
Energy relative to the best compared isomer or geometry (same formula, charge and spin) in kcal per mole: 63.4
Spin multiplicity: 1

Atoms and positions in Å:
C (6.7012, 0.6426, 0.5284)
H (6.7588, -0.2026, 1.2223)
O (5.4168, 1.2145, 0.5141)
C (4.3654, 0.4383, 0.1197)
C (4.4545, -0.8896, -0.2750)
C (3.3165, -1.5794, -0.6675)
C (2.0741, -0.9652, -0.6785)
C (1.9714, 0.3834, -0.2704)
C (3.1189, 1.0579, 0.1196)
H (3.0678, 2.0932, 0.4145)
C (0.6652, 1.0193, -0.2865)
C (0.3080, 2.0821, 0.4399)
C (-1.0737, 2.5982, 0.4609)
O (-1.6448, 2.8975, 1.4991)
N (-1.6773, 2.7024, -0.7488)
H (-1.1902, 2.3737, -1.5673)
C (-3.0887, 2.9798, -0.8674)
C (-3.8843, 1.7391, -1.3043)
C (-3.4241, 0.4989, -0.6175)
N (-3.2707, -0.6424, -1.2249)
C (-2.8127, -1.5156, -0.2705)
C (-2.4869, -2.8633, -0.3601)
C (-2.0163, -3.4841, 0.7780)
C (-1.8710, -2.7952, 1.9837)
C (-2.2042, -1.4605, 2.0995)
C (-2.6800, -0.8323, 0.9615)
N (-3.1029, 0.4474, 0.7104)
H (-3.0598, 1.2244, 1.3531)
H (-2.0960, -0.9268, 3.0315)
H (-1.4923, -3.3229, 2.8468)
H (-1.7516, -4.5313, 0.7417)
H (-2.6098, -3.3954, -1.2907)
H (-3.7740, 1.5669, -2.3760)
H (-4.9450, 1.9072, -1.0999)
H (-3.4135, 3.3216, 0.1189)
H (-3.2477, 3.7893, -1.5860)
H (0.9741, 2.5257, 1.1643)
H (-0.0652, 0.5184, -0.9097)
O (0.9134, -1.5732, -1.0480)
C (0.9468, -2.9273, -1.4239)
H (1.3024, -3.5610, -0.6055)
H (-0.0849, -3.1860, -1.6544)
H (1.5722, -3.0850, -2.3090)
H (3.4231, -2.6096, -0.9679)
H (5.3998, -1.4081, -0.2877)
H (7.3709, 1.4312, 0.8678)
H (7.0075, 0.3145, -0.4705)